Entry 1:
The following is a DFT calculation (the ωB97M-V functional and the def2-TZVPD basis) of C4H8FIOS in the gas phase.

Properties
multiplicity: 1
gap between HOMO and LUMO (alpha / beta): 0.231 / 0.308 hartree
highest occupied orbital energy (alpha / beta): -8.135 / -8.798 eV

Geometry (Å):
C (-0.621701, 0.657872, -0.887826)
C (-1.290085, -1.075700, 0.845592)
C (-0.141869, -0.223712, 0.268717)
C (1.024994, -1.076731, -0.220454)
O (0.346527, 0.604249, 1.371621)
F (0.799963, -1.656973, -1.370368)
S (5.173436, 1.266919, -0.290001)
I (2.989398, -0.513564, 0.322420)
H (-0.634457, 0.085835, -1.779690)
H (-1.620173, 0.954186, -0.646177)
H (0.078193, 1.534805, -0.864408)
H (-1.880710, -1.582014, 0.069429)
H (-2.011308, -0.457657, 1.400594)
H (-0.775131, -1.930438, 1.432738)
H (-0.016896, 0.238031, 2.111893)
H (5.701294, 0.364509, -1.170412)

Atoms 1-3, force components in eV/Å:
1.204 0.962 1.821
1.036 -1.908 -0.046
-0.019 0.569 0.591

Entry 2:
The following is a DFT calculation (the ωB97M-V functional and the def2-TZVPD basis) of C4H8FN in the gas phase.

Properties
multiplicity: 1
gap between HOMO and LUMO: 0.377 hartree
SMILES string: C[C@H](N)/C=C\F
highest occupied orbital energy: -9.275 eV

Geometry (Å):
C (-0.947592, 1.331687, 0.001874)
C (-0.494085, -0.086504, -0.099020)
N (-1.366433, -1.295469, -0.136709)
C (0.855953, -0.175235, 0.868479)
C (2.092277, -0.307113, 0.422529)
F (2.185154, 0.022474, -0.949877)
H (-0.157213, 1.916716, -0.730485)
H (-2.061791, 1.062771, -0.419191)
H (-1.019219, 1.676493, 1.028043)
H (-0.177495, -0.162967, -1.116961)
H (-2.065368, -1.106989, -1.107471)
H (-0.769456, -1.967174, -0.352302)
H (0.757088, -0.482982, 1.837224)
H (3.168181, -0.425705, 0.753865)

Atoms 1-3, force components in eV/Å:
-2.042 -0.761 -2.407
4.086 -0.689 -0.020
-6.188 5.328 -0.295

Entry 3:
The following is a DFT calculation (the ωB97M-V functional and the def2-TZVPD basis) of C4H8FN in the gas phase.

Properties
multiplicity: 1
gap between HOMO and LUMO: 0.365 hartree
SMILES string: CN1C[C@@H]1CF
highest occupied orbital energy: -9.039 eV

Geometry (Å):
C (-1.962888, -0.494286, -0.091342)
N (-0.480324, -0.045599, -0.295788)
C (0.008148, 1.283205, -0.045673)
C (0.704612, 0.098711, 0.535526)
C (1.770786, -0.550206, -0.208258)
F (3.134605, 0.038464, -0.043104)
H (-2.320039, -0.167751, 1.079746)
H (-1.965530, -1.571055, 0.143468)
H (-2.622875, 0.204852, -0.774946)
H (0.312717, 1.575959, -1.206374)
H (-0.250851, 2.084280, 0.616998)
H (0.724189, -0.333188, 1.487247)
H (1.827940, -1.547374, 0.060834)
H (1.119509, -0.576014, -1.258334)

Atoms 1-3, force components in eV/Å:
1.210 3.151 4.468
-4.004 -0.413 0.423
1.712 0.008 -4.061

Entry 4:
The following is a DFT calculation (the ωB97M-V functional and the def2-TZVPD basis) of C4H8FNO in the gas phase.

Properties
multiplicity: 1
gap between HOMO and LUMO: 0.386 hartree
SMILES string: NC[C@]1(CF)CO1
highest occupied orbital energy: -9.592 eV

Geometry (Å):
N (-0.265653, 2.036479, 1.092365)
C (0.192821, 1.214282, 0.009580)
C (-0.197484, -0.276044, -0.028155)
C (0.854686, -1.131927, -0.751136)
F (1.491797, -0.367894, -1.683982)
C (-1.574912, -0.767393, 0.200768)
O (-0.605744, -0.796156, 1.235758)
H (-1.295684, 1.877160, 1.172368)
H (0.147973, 1.691675, 1.957018)
H (1.275208, 1.264977, 0.033204)
H (-0.131779, 1.607646, -1.000174)
H (0.351225, -2.016696, -1.190597)
H (1.569323, -1.470451, 0.009664)
H (-1.907983, -1.708527, -0.289270)
H (-2.379601, -0.054342, 0.344678)

Atoms 1-3, force components in eV/Å:
-1.795 -0.460 0.217
-0.026 -0.158 -1.747
0.123 0.372 0.567

Entry 5:
The following is a DFT calculation (the ωB97M-V functional and the def2-TZVPD basis) of 2 unconnected molecules or ions with the total composition C4H8FNO4.

Properties
multiplicity: 1
gap between HOMO and LUMO: 0.335 hartree
SMILES string: C[C@H](O)/C(F)=C\O.O=NO
highest occupied orbital energy: -9.076 eV

Geometry (Å):
C (1.270081, 0.854528, -1.755413)
C (0.553766, 0.739026, -0.401446)
O (1.164049, -0.248801, 0.413935)
C (-0.942125, 0.330272, -0.637186)
F (-1.613453, 1.280102, -1.368961)
C (-1.558402, -0.791456, -0.457924)
O (-1.042929, -1.935113, 0.060145)
H (0.482402, 1.483975, -2.333089)
H (2.162725, 1.428547, -1.646025)
H (1.456928, -0.195755, -2.076565)
H (0.550582, 1.797386, -0.016559)
H (1.899861, 0.291592, 0.839132)
H (-2.686107, -0.727497, -0.746828)
H (-0.224908, -1.686456, 0.558877)
O (0.205244, 0.757484, 2.619087)
N (-0.624951, 0.001334, 2.284431)
O (-0.320895, -1.342620, 2.647213)
H (-0.731867, -2.036548, 2.017176)

Atoms 1-3, force components in eV/Å:
-2.577 -0.009 -0.052
-1.631 0.415 -1.320
1.733 1.908 0.574

Entry 6:
The following is a DFT calculation (the ωB97M-V functional and the def2-TZVPD basis) of 2 unconnected molecules or ions with the total composition C4H8FP.

Properties
multiplicity: 1
gap between HOMO and LUMO (alpha / beta): 0.311 / 0.257 hartree
highest occupied orbital energy (alpha / beta): -8.264 / -7.758 eV

Geometry (Å):
C (-0.393464, 0.650201, -0.591666)
C (-1.978223, -0.431086, 0.979359)
C (2.715523, 1.670468, 0.220906)
C (-1.840084, 0.441211, -0.349603)
F (0.158744, -0.312464, -1.396523)
P (3.333335, 0.309893, 0.921049)
H (-1.551335, 0.226555, 1.713046)
H (-1.452552, -1.338497, 0.888758)
H (-2.996552, -0.682431, 1.149588)
H (2.757085, 1.919991, -0.818700)
H (2.023170, 2.366279, 0.636716)
H (0.205895, 1.570850, -0.500122)
H (-2.412524, 1.447992, -0.233727)
H (-2.260961, -0.301720, -1.092177)

Atoms 1-3, force components in eV/Å:
0.005 0.022 -0.859
0.018 2.293 -1.178
-0.078 -0.768 -0.017

Entry 7:
The following is a DFT calculation (the ωB97M-V functional and the def2-TZVPD basis) of 2 unconnected molecules or ions with the total composition C4H8IN2.

Properties
multiplicity: 1
gap between HOMO and LUMO: 0.351 hartree
total charge: +1
highest occupied orbital energy: -12.981 eV

Geometry (Å):
C (0.215157, 1.050501, 0.970250)
C (-0.448366, -1.893716, -0.345942)
C (-0.941042, 0.470428, 1.323472)
C (0.663203, 1.429207, -0.399734)
N (-0.896658, -2.823051, 0.158729)
N (1.192862, 0.114302, -1.058706)
I (-2.554851, 0.286591, -0.064464)
H (0.724922, 1.309837, 1.881692)
H (-1.241762, 0.224189, 2.396352)
H (1.320003, 2.217720, -0.413705)
H (-0.163971, 1.698536, -1.019551)
H (-1.682538, -3.374426, 0.359674)
H (0.829396, 0.085792, -1.983294)
H (0.820610, -0.787194, -0.668018)
H (2.163036, -0.008710, -1.136748)

Atoms 1-3, force components in eV/Å:
-1.537 -0.286 1.426
1.056 -0.188 -0.272
-0.899 0.465 0.128

Entry 8:
The following is a DFT calculation (the ωB97M-V functional and the def2-TZVPD basis) of C4H8INO2 in the gas phase.

Properties
multiplicity: 1
gap between HOMO and LUMO: 0.342 hartree
SMILES string: CON(C)[C@H]1O[C@@H]1I
highest occupied orbital energy: -8.755 eV

Geometry (Å):
C (-1.213546, -1.979292, -0.785635)
O (-0.688832, -1.161531, 0.179482)
N (-0.237412, 0.202512, -0.271639)
C (-1.003919, 1.347967, 0.150165)
C (1.154044, 0.330875, -0.209867)
O (1.611635, 1.570531, 0.069540)
C (1.783171, 0.668207, 1.131211)
I (3.694865, -0.094248, 1.581939)
H (-2.235732, -1.699197, -1.046703)
H (-1.334509, -2.950250, -0.394289)
H (-0.624888, -2.164872, -1.729919)
H (-1.250664, 1.590211, 1.176070)
H (-0.538444, 2.218647, -0.260720)
H (-1.996300, 1.521283, -0.467421)
H (1.699375, -0.201744, -1.088251)
H (1.181156, 0.800900, 1.966037)

Atoms 1-3, force components in eV/Å:
-0.668 0.106 -2.752
1.908 2.809 1.407
-2.250 -1.307 -0.960

Entry 9:
The following is a DFT calculation (the ωB97M-V functional and the def2-TZVPD basis) of 2 unconnected molecules or ions with the total composition C4H8INO3.

Properties
multiplicity: 1
gap between HOMO and LUMO: 0.314 hartree
SMILES string: C/C=C(\I)CO.O=NO
highest occupied orbital energy: -8.707 eV

Geometry (Å):
C (0.573507, 0.743901, -2.218055)
C (0.723634, 0.766795, -0.758965)
C (-0.147052, 0.833863, 0.211998)
I (-2.265529, 0.752266, -0.166832)
C (0.134990, 1.120244, 1.660776)
O (-0.753028, 0.687100, 2.584637)
H (1.289009, 1.452242, -2.652971)
H (-0.405029, 1.019685, -2.632156)
H (0.978040, -0.350575, -2.483972)
H (1.774515, 0.436979, -0.452954)
H (1.114399, 0.799933, 1.895103)
H (0.121435, 2.165571, 1.686607)
H (-0.808584, -0.261120, 2.604900)
O (-0.328126, -1.731628, 1.435224)
N (-0.046297, -2.378173, 0.490488)
O (-1.149557, -2.807953, -0.202483)
H (-0.806323, -3.249127, -1.001347)

Atoms 1-3, force components in eV/Å:
1.063 -1.855 -1.070
1.899 -1.064 0.482
-1.695 0.157 0.266

Entry 10:
The following is a DFT calculation (the ωB97M-V functional and the def2-TZVPD basis) of C4H8INO3 in the gas phase.

Properties
multiplicity: 1
gap between HOMO and LUMO: 0.333 hartree
SMILES string: C[C@H](O)[C@](C)(I)[N+](=O)[O-]
highest occupied orbital energy: -9.530 eV

Geometry (Å):
C (-1.108787, -0.127379, 0.799667)
C (0.300733, -0.615616, 0.675622)
O (0.982119, -0.800791, 1.801265)
C (1.336000, 0.439230, -0.358002)
C (0.639810, 0.623468, -1.725743)
I (3.389519, -0.248841, -0.112716)
N (1.230106, 1.594588, 0.557525)
O (1.938214, 1.598885, 1.593801)
O (0.174250, 2.236777, 0.422080)
H (-1.464571, -0.625535, 1.630463)
H (-1.382241, 0.921662, 0.923454)
H (-1.539906, -0.377734, -0.060063)
H (0.332030, -1.503251, 0.049713)
H (1.134275, 0.132355, 2.107753)
H (-0.406749, 0.968792, -1.415550)
H (1.214556, 1.469966, -2.236566)
H (0.621868, -0.149875, -2.387353)

Atoms 1-3, force components in eV/Å:
1.867 1.897 1.308
1.466 1.060 -2.645
0.253 0.533 1.763

Electronic energy (eV)
-27975.0832 -8481.3471 -8480.3542 -10531.1316 -16670.2827 -16279.1928 -15349.2878 -17958.7271 -20006.6908 -20006.1175
M (u)
250.08 89.11 89.11 105.11 153.11 106.08 211.03 229.02 245.02 245.02
Relative energy (zero: lowest compared OMol25 entry of this formula, charge and spin) (kcal per mole)
26.47 85.11 108.01 31.64 137.63 78.43 65.00 122.50 82.31 95.54